# 1
{
  "formula": "C2H2N2O",
  "method": "wB97M-V/def2-TZVPD",
  "orbital_gap_ev": 11.2,
  "largest_force_ev_per_a": 9.410,
  "smiles": "N#CC(N)=O",
  "e_above_lowest_kj_mol": 138.9,
  "total_energy_ev": -7132.404,
  "elements": ["C", "C", "H", "H", "N", "N", "O"],
  "positions_angstrom": [[-0.442, -0.109, -0.033], [0.959, 0.125, 0.197], [-0.561, 2.065, -0.111], [-1.959, 0.946, -0.048], [-0.979, 1.015, -0.005], [2.068, -0.069, -0.102], [-1.025, -1.216, -0.009]],
  "mulliken_charge": [0.5976, 0.1401, 0.2993, 0.2431, -0.3503, -0.3522, -0.5775]
}

---

# 2
{
  "formula": "C4H4N2O",
  "method": "wB97M-V/def2-TZVPD",
  "orbital_gap_ev": 9.5,
  "largest_force_ev_per_a": 4.474,
  "smiles": "C#C/C=N\\NC=O",
  "e_above_lowest_kj_mol": 317.2,
  "total_energy_ev": -9237.200,
  "elements": ["C", "C", "C", "C", "H", "H", "H", "H", "N", "N", "O"],
  "positions_angstrom": [[-2.332, -0.489, 0.007], [0.758, 1.246, -0.025], [1.785, 0.210, -0.036], [2.661, -0.612, -0.047], [-2.450, -1.570, 0.207], [-0.316, -0.988, 0.134], [1.140, 2.254, 0.140], [3.494, -1.261, -0.164], [-0.988, -0.154, -0.100], [-0.520, 1.064, -0.033], [-3.232, 0.299, -0.083]],
  "mulliken_charge": [0.0436, -0.3052, -0.6115, 0.4288, 0.2867, 0.2657, 0.3195, 0.4101, 0.0960, -0.4651, -0.4686]
}

---

# 3
{
  "formula": "C37H26Br2Co2N2O5P",
  "method": "wB97M-V/def2-TZVPD",
  "orbital_gap_ev": 3.3,
  "largest_force_ev_per_a": 4.315,
  "total_charge": -1,
  "total_energy_ev": -276632.276,
  "elements": ["O", "C", "Co", "C", "O", "C", "O", "C", "C", "C", "C", "C", "C", "C", "C", "C", "Co", "C", "O", "C", "O", "P", "C", "C", "C", "C", "C", "C", "C", "C", "C", "C", "C", "C", "C", "C", "C", "C", "C", "C", "H", "H", "H", "H", "H", "H", "H", "H", "H", "H", "H", "H", "H", "H", "H", "H", "H", "H", "H", "H", "H", "H", "Br", "C", "C", "N", "C", "Br", "C", "N", "C", "H", "H", "H", "H"],
  "positions_angstrom": [[2.995, -3.546, -0.952], [2.174, -2.735, -0.824], [1.138, -1.389, -0.336], [0.936, -1.819, 1.398], [1.144, -2.213, 2.469], [2.582, -0.425, -0.150], [3.645, 0.015, -0.004], [-0.105, -0.440, -1.267], [-0.407, -1.746, -1.212], [-1.088, -2.958, -1.623], [-1.072, -3.982, -0.472], [-0.887, -5.321, -0.807], [-0.936, -6.279, 0.208], [-1.082, -5.859, 1.537], [-1.187, -4.505, 1.868], [-1.275, -3.568, 0.833], [-0.145, 0.543, 0.487], [-0.566, 0.161, 2.094], [-0.907, 0.031, 3.197], [-1.533, 1.351, -0.154], [-2.465, 1.909, -0.570], [1.128, 2.203, 0.817], [2.358, 2.291, 2.179], [2.955, 3.521, 2.508], [3.864, 3.612, 3.567], [4.173, 2.473, 4.320], [3.568, 1.253, 4.010], [2.666, 1.155, 2.941], [2.078, 2.661, -0.687], [3.454, 2.924, -0.665], [4.125, 3.264, -1.843], [3.437, 3.306, -3.060], [2.077, 2.982, -3.099], [1.394, 2.681, -1.914], [0.176, 3.737, 1.200], [0.186, 4.864, 0.367], [-0.651, 5.952, 0.644], [-1.482, 5.933, 1.767], [-1.446, 4.838, 2.637], [-0.605, 3.753, 2.367], [-0.060, 0.233, -2.129], [-0.464, -3.391, -2.426], [-0.713, -5.575, -1.854], [-0.858, -7.335, -0.058], [-1.138, -6.610, 2.324], [-1.225, -4.173, 2.908], [-1.516, -2.522, 1.027], [2.701, 4.416, 1.937], [4.323, 4.573, 3.804], [4.880, 2.542, 5.150], [3.794, 0.364, 4.603], [2.195, 0.193, 2.713], [4.007, 2.870, 0.271], [5.194, 3.485, -1.804], [3.961, 3.582, -3.977], [1.537, 2.960, -4.047], [0.324, 2.453, -1.952], [0.842, 4.895, -0.503], [-0.651, 6.812, -0.027], [-2.155, 6.770, 1.967], [-2.077, 4.823, 3.528], [-0.564, 2.914, 3.067], [-3.895, -4.258, -5.790], [-3.794, -3.595, -3.999], [-4.962, -3.587, -3.192], [-6.139, -3.987, -3.677], [-4.790, -3.189, -1.837], [-6.315, -3.258, -0.665], [-3.551, -2.859, -1.343], [-2.441, -2.909, -2.156], [-2.584, -3.229, -3.479], [-6.982, -3.971, -3.126], [-6.220, -4.263, -4.653], [-3.406, -2.577, -0.302], [-1.673, -3.222, -4.074]],
  "mulliken_charge": [-0.4903, -0.0543, -0.5507, 0.2249, -0.4688, 0.8555, -0.5106, 0.2243, -1.7575, 0.3811, 0.7609, -0.6564, -0.7216, -0.5072, -1.1069, -0.1475, 0.8750, 0.1476, -0.5748, -0.3054, -0.5613, 1.8082, -0.0145, -0.2620, -0.7065, -0.5517, -0.6871, -0.1648, -0.2389, -0.4826, -0.6296, -0.5985, -0.7923, -0.4349, 0.0465, -0.0963, -0.6473, -0.4736, -0.6556, -0.3659, 0.7508, 0.4697, 0.3348, 0.3815, 0.3726, 0.4561, 0.5533, 0.4286, 0.3805, 0.3547, 0.4181, 0.1934, 0.4398, 0.3740, 0.3424, 0.4046, 0.4765, 0.3005, 0.3797, 0.3448, 0.3749, 0.3052, -0.2766, -0.4300, 1.5434, -0.4027, -0.6815, -0.2693, 0.2520, 0.4673, -0.2747, 0.1466, 0.1247, 0.3824, 0.4734]
}

---

# 4
{
  "formula": "C48H58LaN12O5S",
  "method": "wB97M-V/def2-TZVPD",
  "orbital_gap_ev": [5.8, 5.8],
  "largest_force_ev_per_a": 6.549,
  "total_charge": -1,
  "e_above_lowest_kj_mol": 101.3,
  "total_energy_ev": -90538.621,
  "elements": ["La", "C", "C", "C", "C", "C", "C", "C", "C", "C", "C", "C", "C", "C", "C", "C", "C", "N", "C", "C", "C", "N", "C", "C", "C", "N", "C", "C", "C", "C", "C", "C", "C", "C", "C", "C", "C", "C", "N", "C", "C", "H", "H", "H", "H", "H", "H", "H", "H", "H", "H", "H", "H", "H", "H", "H", "H", "H", "H", "H", "H", "H", "H", "H", "H", "H", "H", "H", "H", "H", "H", "H", "H", "H", "H", "H", "H", "H", "H", "H", "H", "H", "H", "H", "H", "O", "H", "H", "O", "H", "H", "N", "C", "N", "N", "C", "N", "H", "H", "H", "H", "N", "C", "O", "S", "O", "O", "C", "N", "C", "C", "C", "N", "C", "C", "C", "N", "C", "C", "H", "H", "H", "H", "H", "H"],
  "positions_angstrom": [[0.033, -0.453, -0.086], [-2.834, -4.485, -4.698], [-2.394, -4.715, -3.246], [-2.443, -3.464, -2.426], [-3.424, -3.048, -1.577], [-4.722, -3.720, -1.257], [-5.876, -3.194, -2.120], [-2.965, -1.790, -1.006], [-3.699, -0.976, -0.142], [-3.317, 0.259, 0.402], [-4.208, 1.147, 1.125], [-5.638, 0.855, 1.456], [-6.574, 1.127, 0.272], [-3.486, 2.273, 1.411], [-2.153, 2.055, 0.872], [-1.127, 3.006, 0.886], [0.078, 2.958, 0.189], [0.489, 1.910, -0.574], [1.607, 2.303, -1.234], [2.254, 1.571, -2.232], [1.871, 0.354, -2.796], [0.784, -0.373, -2.434], [0.751, -1.480, -3.220], [-0.244, -2.456, -3.171], [-1.393, -2.457, -2.376], [-1.731, -1.490, -1.488], [1.889, -1.469, -4.127], [2.574, -0.322, -3.876], [3.851, 0.149, -4.498], [5.048, -0.218, -3.610], [2.199, -2.525, -5.142], [1.402, -2.326, -6.436], [1.972, 3.651, -0.825], [1.017, 4.061, 0.056], [0.888, 5.394, 0.725], [0.027, 6.359, -0.100], [3.157, 4.413, -1.332], [2.871, 5.067, -2.690], [-2.086, 0.824, 0.299], [-3.963, 3.538, 2.055], [-4.394, 4.567, 1.000], [-2.752, -5.407, -5.277], [-2.209, -3.726, -5.171], [-3.869, -4.144, -4.733], [-1.374, -5.106, -3.239], [-3.042, -5.468, -2.793], [-4.964, -3.565, -0.203], [-4.625, -4.797, -1.412], [-5.999, -2.119, -1.984], [-6.813, -3.687, -1.856], [-5.677, -3.379, -3.176], [-4.700, -1.312, 0.100], [-5.944, 1.470, 2.304], [-5.736, -0.190, 1.760], [-6.532, 2.178, -0.014], [-7.606, 0.882, 0.530], [-6.279, 0.534, -0.594], [-1.339, 3.929, 1.414], [3.142, 2.025, -2.654], [-0.126, -3.296, -3.846], [3.816, 1.233, -4.631], [3.974, -0.297, -5.487], [4.866, 0.102, -2.584], [5.964, 0.253, -3.973], [5.188, -1.300, -3.600], [1.962, -3.505, -4.720], [3.267, -2.511, -5.369], [0.332, -2.319, -6.224], [1.608, -3.132, -7.144], [1.654, -1.374, -6.904], [1.880, 5.826, 0.865], [0.445, 5.268, 1.716], [0.492, 6.547, -1.068], [-0.098, 7.313, 0.415], [-0.960, 5.930, -0.281], [4.007, 3.734, -1.427], [3.427, 5.185, -0.610], [2.592, 4.308, -3.422], [3.742, 5.610, -3.061], [2.040, 5.768, -2.602], [-3.172, 3.971, 2.672], [-4.811, 3.321, 2.707], [-3.568, 4.781, 0.321], [-4.714, 5.500, 1.467], [-5.223, 4.175, 0.410], [-2.055, 0.390, 3.592], [-2.381, 1.143, 3.079], [-1.246, 0.672, 4.033], [-1.526, -1.711, 1.875], [-2.335, -2.094, 1.520], [-1.805, -1.050, 2.543], [4.142, -3.079, -1.536], [3.514, -4.235, -1.421], [4.087, -5.374, -1.922], [2.325, -4.415, -0.902], [1.491, -3.563, -0.430], [0.688, -2.859, 0.028], [5.061, -3.083, -1.944], [3.748, -2.182, -1.041], [5.085, -5.404, -2.028], [3.632, -6.230, -1.660], [3.443, -1.243, -0.480], [2.598, -0.589, -0.017], [3.145, 3.307, 8.188], [3.147, 2.304, 9.234], [4.289, 2.355, 10.123], [1.860, 2.095, 9.885], [3.254, 0.705, 8.356], [3.659, -0.368, 9.036], [3.532, -1.536, 8.429], [3.045, -1.668, 7.137], [2.643, -0.494, 6.512], [2.729, 0.676, 7.138], [2.080, -0.446, 5.140], [1.640, -1.574, 4.456], [1.090, -1.436, 3.193], [0.941, -0.257, 2.585], [1.377, 0.825, 3.239], [1.945, 0.783, 4.496], [3.844, -2.407, 8.998], [2.998, -2.633, 6.654], [1.698, -2.560, 4.896], [0.742, -2.302, 2.644], [1.257, 1.769, 2.716], [2.268, 1.678, 5.009]],
  "mulliken_charge": [1.3130, -0.9872, -1.1904, 0.8942, 0.4828, -1.2142, -1.0159, 0.2795, -1.2350, 0.4289, 1.2646, -1.0947, -1.0832, 0.1452, 0.0079, -0.7259, -0.0020, 0.2731, 0.6360, -1.0094, 0.4119, 0.2864, -0.2056, -0.8174, 0.5030, -0.5191, 0.8159, 0.6097, -1.3084, -0.9526, -1.2977, -1.2709, 0.6176, 0.5001, -1.3667, -0.9416, -1.2588, -0.9843, -0.2022, -1.2342, -1.1156, 0.3837, 0.1913, 0.2248, 0.3613, 0.3974, 0.3760, 0.4087, 0.1901, 0.3875, 0.2223, 0.3535, 0.5240, 0.3611, 0.2415, 0.3911, 0.2058, 0.3286, 0.2624, 0.3857, 0.4160, 0.5123, 0.2635, 0.4206, 0.1167, 0.3573, 0.4806, 0.2351, 0.4187, 0.3157, 0.4602, 0.3850, 0.1818, 0.3951, 0.1643, 0.4002, 0.3876, 0.2491, 0.3783, 0.2021, 0.3744, 0.4434, 0.1852, 0.4152, 0.2097, -0.8121, 0.3966, 0.2584, -0.4479, 0.1902, 0.4249, -0.4236, 0.5031, -0.4666, -0.8075, 0.5939, -0.4195, 0.1977, 0.5116, 0.2165, 0.2678, -0.4054, -0.6422, -0.6711, 1.1734, -0.6859, -0.6864, 0.0933, -0.5032, -0.3230, -0.6007, 0.4207, -0.3258, 1.1622, -1.1412, -0.5535, 0.7022, -1.0702, -0.6732, 0.4056, 0.3289, 0.2559, 0.4625, 0.4490, 0.6426]
}

---

# 5
{
  "formula": "C3H4N2S3",
  "method": "wB97M-V/def2-TZVPD",
  "orbital_gap_ev": 6.9,
  "largest_force_ev_per_a": 5.034,
  "e_above_lowest_kj_mol": 370.5,
  "total_energy_ev": -38657.384,
  "elements": ["C", "C", "C", "N", "N", "S", "S", "S", "H", "H", "H", "H"],
  "positions_angstrom": [[-2.110, -0.045, 0.336], [2.496, 0.851, -0.742], [-1.551, -1.335, 0.481], [2.198, -0.363, -0.679], [2.052, -1.442, -0.411], [-3.492, 0.066, -0.532], [-0.036, -1.655, 1.041], [-1.276, 1.195, 1.294], [2.364, 1.352, -1.606], [3.167, 1.386, 0.089], [-2.094, -2.136, 0.131], [-1.719, 2.126, 0.598]],
  "mulliken_charge": [0.4091, -0.3752, -0.5301, 0.6126, -0.6744, -0.2168, -0.1414, -0.1137, 0.2902, 0.2047, 0.4188, 0.1164]
}